Density functional theory data (ωB97M-V with the def2-TZVPD basis set) for a gas-phase ion, C11H12ClO2 (charge +1).

Output
M   211.67 g/mol
Kohn-Sham gap   9.1 eV
Relative energy (zero: lowest compared OMol25 entry of this formula, charge and spin)   0.000 eV
Total charge   +1
LUMO   -4.72 eV

Each line ends with the natural charge from an NBO analysis.
Positions of all 26 atoms, in Å:
C (3.2560, 0.8684, 2.5304)  -0.166
C (2.2190, 1.7416, 2.9423)  -0.161
C (3.1878, -0.0148, 1.4721)  -0.207
C (1.0595, 1.8550, 2.1945)  -0.215
C (1.9356, 0.0344, 0.7671)  0.206
C (0.9504, 0.9856, 1.0960)  0.218
C (0.3898, -0.2019, -0.6172)  0.811
C (-2.7675, 0.3105, -1.7473)  -0.650
C (-2.1696, -1.8839, -0.6681)  -0.667
C (-0.2398, -0.6832, -1.8189)  -0.568
C (-1.8038, -0.9496, -1.7859)  0.051
O (1.5347, -0.7036, -0.2655)  -0.315
O (0.0006, 0.8065, 0.1435)  -0.333
Cl (-2.1929, -1.5962, -3.4350)  -0.032
H (4.1951, 0.9169, 3.0769)  0.247
H (2.2244, 2.4540, 3.7762)  0.256
H (3.8558, -0.8139, 1.4408)  0.255
H (0.4249, 2.6828, 2.1833)  0.249
H (-2.8250, 0.8206, -2.6779)  0.240
H (-2.5640, 0.9625, -0.9180)  0.212
H (-3.8335, 0.0809, -1.5192)  0.249
H (-1.4109, -2.7119, -0.5733)  0.228
H (-3.1512, -2.3262, -0.8887)  0.259
H (-2.3918, -1.2133, 0.1370)  0.229
H (-0.2002, 0.1133, -2.6629)  0.315
H (0.3164, -1.5345, -2.1819)  0.289

Density functional theory data (ωB97M-V with the def2-TZVPD basis set) for a molecular structure, C11H12F5NOSn.

Output
M   387.92 g/mol
Kohn-Sham gap   1.8 eV
Relative energy (zero: lowest compared OMol25 entry of this formula, charge and spin)   0.866 eV
Total charge   +2
LUMO   -12.17 eV

Each line ends with the natural charge from an NBO analysis.
Positions of all 31 atoms, in Å:
N (5.3500, 0.0146, 0.6309)  -0.781
C (4.1093, 0.5774, 0.0276)  -0.282
C (3.0522, -0.5785, -0.0524)  -0.053
O (2.0230, -0.2079, -0.8986)  -0.480
C (0.7708, 0.0788, -0.2652)  -0.129
C (-0.2977, -0.7928, -0.9672)  0.671
F (-0.3820, -0.3262, -2.2533)  -0.330
F (0.1314, -2.0787, -0.9697)  -0.325
C (-1.6640, -0.6586, -0.3400)  -0.113
C (-2.1650, -1.6651, 0.4682)  -0.178
C (-3.3911, -1.5564, 1.0694)  -0.192
C (-4.1587, -0.4151, 0.8760)  -0.161
C (-3.6418, 0.5730, 0.0550)  -0.050
C (-4.4774, 1.8467, -0.1670)  0.967
F (-5.2121, 2.0692, 0.9396)  -0.317
F (-3.6422, 2.8807, -0.3684)  -0.321
F (-5.3285, 1.7423, -1.1881)  -0.303
C (-2.4264, 0.4808, -0.5630)  -0.207
H (5.2673, -0.0534, 1.6502)  0.474
H (6.1457, 0.6423, 0.4491)  0.147
H (4.2814, 0.9138, -1.0175)  0.199
H (3.7239, 1.4206, 0.6121)  0.251
H (2.7474, -0.9218, 0.9459)  0.213
H (3.5625, -1.4364, -0.5262)  0.194
H (0.4982, 1.1250, -0.4425)  0.219
H (0.7342, -0.1463, 0.8074)  0.200
H (-1.6018, -2.5793, 0.6396)  0.234
H (-3.8040, -2.3420, 1.6947)  0.238
H (-5.1223, -0.3041, 1.3614)  0.253
H (-2.0497, 1.2622, -1.2161)  0.245
Sn (6.9676, 0.4350, -0.9917)  1.716

Density functional theory data (ωB97M-V with the def2-TZVPD basis set) for a molecular structure, C11H12FeN2P.

Output
M   259.05 g/mol
Spin multiplicity   5
Expectation value of S²   6.0777
Kohn-Sham gap (alpha / beta)   5.1 / 7.2 eV
Relative energy (zero: lowest compared OMol25 entry of this formula, charge and spin)   1.282 eV
Total charge   -1
LUMO (alpha / beta)   3.34 / 2.78 eV

Each line ends with the Löwdin spin population.
Positions of all 27 atoms, in Å:
C (-1.8601, -0.0395, -2.2869)  0.199
C (-2.5722, 0.9352, -2.9558)  0.032
C (-2.6679, 2.2760, -2.5144)  0.278
C (-2.0908, 2.7922, -1.3304)  0.026
C (-1.3208, 2.0408, -0.4660)  0.199
Fe (-0.6010, 0.1714, -0.7222)  2.181
P (0.2781, -2.0390, -1.1409)  0.024
H (-1.9752, -1.0518, -2.7085)  0.019
H (-3.1462, 0.6604, -3.8494)  -0.007
H (-3.2935, 2.9563, -3.1063)  0.017
H (-1.0369, 2.5679, 0.4598)  0.018
H (-2.3238, 3.8328, -1.0727)  -0.008
H (1.6712, -2.1870, -1.3541)  0.003
H (-0.2216, -2.7166, -2.2800)  -0.001
H (0.0803, -3.0366, -0.1536)  0.003
N (0.9226, -2.5066, 4.9867)  0.056
C (1.1101, -1.8668, 4.0386)  0.032
C (1.3779, -1.0654, 2.8626)  0.119
C (2.6875, -0.6563, 2.6080)  0.263
C (2.9756, 0.0616, 1.4484)  0.047
C (1.9465, 0.3984, 0.5675)  0.244
N (0.6647, 0.0396, 0.8298)  0.199
C (0.3691, -0.7264, 1.9358)  0.011
H (3.4905, -0.9270, 3.2846)  0.020
H (3.9971, 0.3211, 1.2114)  -0.005
H (2.1737, 0.8768, -0.3727)  0.028
H (-0.6349, -1.1116, 2.0806)  0.001

Density functional theory data (ωB97M-V with the def2-TZVPD basis set) for a single C11H12N2O molecule.

Output
SMILES   CCOCc1ccc2nccnc2c1
M   188.23 g/mol
Kohn-Sham gap   7.7 eV
Relative energy (zero: lowest compared OMol25 entry of this formula, charge and spin)   7.082 eV
Total charge   0
LUMO   -0.97 eV

Each line ends with the natural charge from an NBO analysis.
Positions of all 26 atoms, in Å:
C (-3.0805, 0.2813, 0.2433)  -0.671
C (-2.6607, -0.9183, 1.2596)  -0.080
O (-2.1617, -0.4633, 2.5409)  -0.536
C (-1.0459, 0.4451, 2.4144)  -0.109
C (0.0589, 0.0212, 1.3379)  -0.036
C (0.8669, -1.3234, 1.3277)  -0.225
C (1.8672, -1.5695, 0.1646)  -0.195
C (2.1190, -0.5407, -1.0131)  0.112
N (3.0494, -0.9314, -2.0387)  -0.364
C (3.1463, 0.0855, -3.0325)  -0.014
C (2.3946, 1.4458, -2.9911)  -0.011
N (1.4779, 1.8404, -1.9739)  -0.367
C (1.3407, 0.7972, -0.9911)  0.113
C (0.3271, 1.0493, 0.1871)  -0.211
H (-4.0320, -0.0902, -0.2973)  0.221
H (-3.2135, 1.2907, 0.7568)  0.224
H (-2.2439, 0.3057, -0.5577)  0.222
H (-3.6488, -1.4823, 1.4829)  0.192
H (-1.9839, -1.7089, 0.7496)  0.183
H (-1.3422, 1.5408, 2.2226)  0.187
H (-0.5145, 0.4461, 3.4453)  0.210
H (0.6779, -2.0884, 2.1683)  0.243
H (2.4387, -2.5568, 0.1824)  0.239
H (3.8400, -0.1063, -3.9330)  0.219
H (2.5765, 2.1878, -3.8500)  0.218
H (-0.2533, 2.0428, 0.1950)  0.238

Density functional theory data (ωB97M-V with the def2-TZVPD basis set) for a single C11H12N2O2 molecule.

Output
SMILES   N[C@@H](Cc1c[nH]c2ccccc12)C(=O)O
M   204.23 g/mol
Kohn-Sham gap   8.9 eV
Relative energy (zero: lowest compared OMol25 entry of this formula, charge and spin)   0.161 eV
Total charge   0
LUMO   0.74 eV

Each line ends with the natural charge from an NBO analysis.
Positions of all 27 atoms, in Å:
N (-2.2553, -0.9944, 1.4582)  -0.819
C (-2.1432, 0.0533, 0.4519)  -0.155
C (-1.3871, -0.3523, -0.8422)  -0.419
C (0.0462, -0.7474, -0.5637)  -0.132
C (0.5499, -1.9956, -0.5071)  -0.017
N (1.8969, -1.9629, -0.1922)  -0.529
C (2.2629, -0.6504, -0.0317)  0.121
C (3.5156, -0.0957, 0.2723)  -0.240
C (3.5940, 1.2799, 0.3722)  -0.212
C (2.4645, 2.1015, 0.1501)  -0.226
C (1.2375, 1.5400, -0.1597)  -0.219
C (1.1295, 0.1427, -0.2559)  -0.041
C (-3.5355, 0.4719, 0.0597)  0.796
O (-4.5079, -0.2388, 0.0633)  -0.599
O (-3.5682, 1.7421, -0.3972)  -0.680
H (-2.9678, -1.6511, 1.1223)  0.371
H (-1.3723, -1.4561, 1.5381)  0.363
H (-1.6307, 0.8969, 0.8831)  0.211
H (-1.4170, 0.5026, -1.5723)  0.227
H (-1.9516, -1.1974, -1.3016)  0.219
H (0.0674, -2.9645, -0.6981)  0.215
H (2.5146, -2.7517, -0.1383)  0.414
H (4.3923, -0.7017, 0.4439)  0.214
H (4.5573, 1.7610, 0.6112)  0.214
H (2.6046, 3.1868, 0.2418)  0.214
H (0.3866, 2.1855, -0.3280)  0.214
H (-4.4830, 1.8959, -0.6802)  0.495

Density functional theory data (ωB97M-V with the def2-TZVPD basis set) for a molecular structure, C11H12N2O4SeSr.

Output
M   402.81 g/mol
Kohn-Sham gap   5.7 eV
Total charge   +2
LUMO   -7.67 eV

Each line ends with the natural charge from an NBO analysis.
Positions of all 31 atoms, in Å:
Sr (0.9642, 2.9649, -0.2799)  1.706
O (-0.2555, 0.0796, -2.9100)  -0.399
C (0.0803, 0.8557, -2.1108)  0.413
C (1.0290, 2.2680, 2.3875)  0.400
O (1.0467, 1.9398, 3.4956)  -0.347
C (-1.7721, 2.4430, 0.2775)  0.415
O (-2.9010, 2.2442, 0.4743)  -0.383
C (2.9872, 1.0362, -0.2572)  0.407
O (3.8399, 0.2546, -0.2819)  -0.370
C (1.5319, 5.2054, -1.6785)  -0.486
H (2.3059, 4.9097, -2.4029)  0.252
H (0.6006, 5.4444, -2.2144)  0.252
C (1.7897, 5.5610, -0.3698)  -0.464
H (1.0948, 6.1062, 0.2856)  0.250
H (2.7860, 5.5748, 0.0952)  0.251
C (-3.0623, -1.7998, 1.0691)  -0.410
N (-1.9739, -2.5936, 0.5118)  -0.342
C (-2.1133, -3.7660, -0.2359)  -0.051
C (-0.8457, -4.2356, -0.4811)  -0.045
N (0.0351, -3.3414, 0.1122)  -0.340
C (1.4754, -3.5166, 0.1501)  -0.421
C (-0.6422, -2.2419, 0.6035)  0.265
Se (0.0939, -0.6147, 1.1626)  -0.458
H (-4.0053, -2.2438, 0.7425)  0.234
H (-3.0408, -0.7625, 0.7061)  0.216
H (-3.0731, -1.8055, 2.1717)  0.239
H (-3.0977, -4.1411, -0.5110)  0.258
H (-0.4470, -5.1075, -1.0001)  0.257
H (1.7202, -4.5051, 0.5642)  0.239
H (1.9093, -3.4634, -0.8567)  0.220
H (1.9399, -2.7490, 0.7808)  0.243

Density functional theory data (ωB97M-V with the def2-TZVPD basis set) for a molecular structure, C11H12N2PYb.

Output
M   376.24 g/mol
Spin multiplicity   2
Expectation value of S²   0.7686
Kohn-Sham gap (alpha / beta)   3.3 / 3.4 eV
Relative energy (zero: lowest compared OMol25 entry of this formula, charge and spin)   3.464 eV
Total charge   0
LUMO (alpha / beta)   -1.93 / -2.17 eV

Each line ends with the Löwdin spin population.
Positions of all 27 atoms, in Å:
C (-0.1167, 0.1608, -2.4732)  -0.005
C (-1.0063, 1.1964, -2.7569)  0.000
C (-0.5387, 2.4149, -2.1828)  -0.007
C (0.7039, 2.1965, -1.5188)  0.000
C (1.0671, 0.8545, -1.6172)  -0.003
Yb (0.7803, -2.5633, 0.0186)  0.178
P (-0.7944, -3.8265, -1.9262)  0.016
H (-0.1420, -0.8839, -2.7914)  0.001
H (-1.9312, 1.0918, -3.3248)  0.000
H (-1.0481, 3.3749, -2.2513)  0.000
H (1.9629, 0.3505, -1.2497)  0.003
H (1.2831, 2.9638, -1.0043)  0.000
H (-0.2532, -4.1640, -3.2153)  0.001
H (-2.1003, -3.4610, -2.4060)  0.001
H (-1.1320, -5.1815, -1.5671)  0.001
N (0.3579, 2.5289, 5.2847)  0.092
C (0.3148, 1.8211, 4.3502)  0.027
C (0.2825, 0.9546, 3.1900)  0.163
C (1.3444, 0.0870, 2.9421)  0.006
C (1.3028, -0.7249, 1.8110)  0.150
N (0.1988, -0.7467, 1.0195)  0.177
C (-0.8247, 0.1189, 1.2351)  0.107
C (-0.8094, 0.9866, 2.3143)  0.067
H (2.2042, 0.0404, 3.6135)  -0.002
H (2.1735, -1.3501, 1.5263)  0.021
H (-1.6396, 0.0835, 0.5101)  0.003
H (-1.6398, 1.6769, 2.4699)  0.002

Density functional theory data (ωB97M-V with the def2-TZVPD basis set) for 2 unconnected molecules or ions with the total composition C11H12NO2.

Output
M   190.22 g/mol
Spin multiplicity   2
Expectation value of S²   0.7772
Kohn-Sham gap (alpha / beta)   6.9 / 3.7 eV
Relative energy (zero: lowest compared OMol25 entry of this formula, charge and spin)   2.568 eV
Total charge   0
LUMO (alpha / beta)   -0.52 / -3.80 eV

Each line ends with the Löwdin spin population.
Positions of all 26 atoms, in Å:
C (0.5115, -3.5639, 0.4082)  0.058
C (0.3095, -1.2066, -0.5745)  0.144
C (-0.2277, 0.1063, 1.1635)  0.074
C (0.3583, -2.1297, 0.5281)  0.301
C (-0.1769, -1.2869, 1.5622)  0.007
C (-0.6352, 1.1745, 2.0112)  0.013
C (-0.9657, 0.9255, 3.3331)  0.117
C (-0.5318, -1.4639, 2.9374)  0.114
C (-0.9843, -0.4390, 3.7409)  -0.008
N (0.0761, 0.0513, -0.2564)  0.140
H (0.4079, 0.7794, -1.0213)  0.001
H (0.4770, -1.4528, -1.5518)  0.004
H (-0.4521, 2.1714, 1.6575)  -0.001
H (1.4745, -3.8026, 0.7681)  0.021
H (0.6178, -3.7697, -0.6671)  0.001
H (-1.4800, 1.6647, 4.1579)  0.002
H (-0.2927, -2.2742, 3.5454)  0.006
H (-1.4967, -0.6822, 4.6883)  -0.002
H (-0.1989, -4.2644, 0.8877)  0.011
C (0.2190, 3.2619, -4.2863)  0.000
C (0.8666, 2.0447, -3.3662)  0.000
O (2.0174, 1.7597, -3.5970)  0.000
O (-0.0029, 1.6568, -2.5200)  0.000
H (0.5815, 4.3014, -4.1870)  0.000
H (-0.8557, 3.4902, -4.0563)  0.000
H (0.3832, 2.9480, -5.3056)  0.000

Q: Look up the total charge of the second one.
A: +2

Q: Which formula does entry 3 have?
A: C11H12FeN2P